A structure of composition C32H36F4IrN6O3S in a non-equilibrium geometry, computed with ωB97M-V/def2-TZVPD.

Atoms and positions in Å:
Ir1 -1.104 0.190 -0.748
C1 -3.378 1.857 -2.800
N1 -3.350 1.147 -1.524
C2 -3.766 2.063 -0.468
C3 -4.249 -0.008 -1.594
C4 -3.861 -1.074 -0.567
N2 -2.494 -1.436 -0.831
C5 -2.121 -2.727 -0.788
C6 -1.139 -3.194 -1.697
F1 -0.640 -2.316 -2.572
C7 -0.767 -4.524 -1.751
F2 0.157 -4.919 -2.632
C8 -1.355 -5.462 -0.914
C9 -2.276 -5.026 0.025
F3 -2.805 -5.907 0.882
C10 -2.644 -3.695 0.104
F4 -3.473 -3.287 1.090
H1 -4.395 2.181 -3.052
H2 -3.005 1.216 -3.597
H3 -2.743 2.740 -2.752
H4 -4.802 2.390 -0.618
H5 -3.125 2.940 -0.490
H6 -3.679 1.580 0.502
H7 -4.154 -0.453 -2.587
H8 -5.295 0.291 -1.446
H9 -4.528 -1.937 -0.678
H10 -3.977 -0.678 0.450
H11 -1.099 -6.505 -0.986
C11 1.787 5.265 -3.595
C12 1.037 4.315 -2.736
C13 0.589 4.578 -1.465
C14 -0.169 3.596 -0.789
N3 -0.481 2.450 -1.365
C15 0.031 2.153 -2.577
S1 -0.226 0.639 -3.215
N4 0.761 3.092 -3.253
C16 -0.675 3.838 0.585
H12 1.894 6.229 -3.106
H13 1.262 5.405 -4.542
H14 2.781 4.878 -3.824
H15 0.784 5.524 -0.989
H16 1.141 2.819 -4.153
H17 -0.031 4.529 1.123
H18 -0.719 2.884 1.108
H19 -1.677 4.271 0.546
N5 -2.063 -1.443 6.605
C17 -1.007 -1.587 5.777
O1 0.068 -2.011 6.130
C18 -1.229 -1.143 4.357
C19 -1.892 0.032 4.016
C20 -1.928 0.412 2.683
N6 -1.387 -0.301 1.699
C21 -0.777 -1.438 2.028
C22 -0.659 -1.885 3.331
H20 -1.960 -1.755 7.557
H21 -2.982 -1.205 6.280
H22 -2.340 0.664 4.769
H23 -2.411 1.338 2.406
H24 -0.348 -2.003 1.216
H25 -0.119 -2.789 3.569
C23 7.236 -0.980 0.283
C24 5.745 -0.894 0.215
C25 4.978 -0.619 1.339
C26 3.596 -0.482 1.264
C27 2.803 -0.204 2.503
C28 2.977 -0.640 0.023
C29 3.726 -0.957 -1.118
C30 3.062 -1.153 -2.444
C31 5.101 -1.077 -1.004
C32 1.516 -0.393 -0.148
O2 1.057 0.765 0.046
O3 0.753 -1.309 -0.519
H26 7.594 -0.812 1.294
H27 7.687 -0.238 -0.375
H28 7.570 -1.960 -0.053
H29 5.464 -0.490 2.295
H30 3.379 0.402 3.198
H31 2.557 -1.141 3.006
H32 1.874 0.310 2.273
H33 2.367 -0.343 -2.658
H34 2.489 -2.079 -2.431
H35 3.802 -1.206 -3.240
H36 5.686 -1.300 -1.887

Computed properties:
- HOMO (spin up / spin down) (eV) = -9.774 / -9.790
- energy (hartree) = -2697.01686
- charge = +1
- spin multiplicity = 1



A structure of composition C32H36F4N8O3SSi3Ta in a non-equilibrium geometry, computed with ωB97M-V/def2-TZVPD.

Atoms and positions in Å:
Ta1 0.312 0.254 0.303
N1 8.276 -1.255 1.195
C1 6.964 -1.169 1.016
C2 6.125 -2.283 1.311
C3 4.783 -2.207 1.121
C4 4.239 -0.997 0.623
C5 5.048 0.133 0.334
C6 6.385 0.042 0.529
S1 2.607 -0.890 0.526
O1 1.895 -2.080 0.922
O2 1.994 -0.286 -0.762
N2 1.939 0.348 1.486
C7 1.908 -0.101 2.856
N3 0.670 -0.336 3.250
C8 0.536 -0.800 4.496
C9 1.638 -1.045 5.291
C10 2.885 -0.803 4.734
N4 3.024 -0.325 3.490
H1 8.708 -2.111 1.504
H2 8.889 -0.489 0.966
H3 6.567 -3.200 1.679
H4 4.145 -3.056 1.326
H5 4.617 1.050 -0.047
H6 7.025 0.888 0.308
H7 -0.471 -0.978 4.853
H8 1.534 -1.428 6.297
H9 3.799 -0.988 5.284
C11 -2.951 -0.290 -0.971
O3 -1.861 0.527 -0.466
Si1 -2.034 2.213 -0.141
C12 -3.057 2.325 1.380
C13 -2.862 3.077 -1.525
C14 -0.153 2.271 0.050
Si2 0.663 2.821 -1.698
C15 0.105 1.488 -2.886
C16 2.514 2.756 -1.621
C17 0.132 4.527 -2.160
Si3 0.342 3.518 1.497
C18 -0.623 5.074 1.235
C19 2.156 3.852 1.534
C20 -0.194 2.678 3.086
H10 -3.643 0.349 -1.516
H11 -3.476 -0.767 -0.145
H12 -2.554 -1.036 -1.649
H13 -4.078 2.034 1.109
H14 -3.114 3.343 1.772
H15 -2.713 1.676 2.184
H16 -3.887 2.704 -1.609
H17 -2.374 2.968 -2.493
H18 -2.942 4.145 -1.300
H19 0.745 0.597 -2.813
H20 0.222 1.848 -3.913
H21 -0.933 1.175 -2.776
H22 2.900 1.889 -1.090
H23 2.944 3.653 -1.177
H24 2.882 2.695 -2.652
H25 -0.896 4.780 -1.908
H26 0.243 4.614 -3.246
H27 0.790 5.268 -1.702
H28 -0.223 5.664 0.407
H29 -0.534 5.682 2.142
H30 -1.689 4.919 1.053
H31 2.465 4.532 0.738
H32 2.758 2.942 1.475
H33 2.390 4.344 2.484
H34 -0.649 1.698 2.943
H35 -0.926 3.292 3.618
H36 0.663 2.548 3.754
F1 -3.526 -5.218 2.588
C21 -3.376 -3.978 3.011
C22 -3.936 -3.613 4.179
F2 -4.611 -4.505 4.858
C23 -3.793 -2.277 4.742
C24 -3.041 -1.348 3.909
C25 -2.497 -1.729 2.749
F3 -1.840 -0.788 2.022
C26 -2.603 -3.067 2.208
C27 -2.016 -3.449 1.021
C28 -1.236 -2.507 0.299
N5 -0.616 -1.721 -0.272
C29 -2.112 -4.743 0.411
N6 -2.186 -5.742 -0.154
F4 -2.895 -0.091 4.286
C30 -4.297 -1.932 5.954
C31 -5.098 -2.807 6.758
N7 -5.780 -3.452 7.422
C32 -4.041 -0.650 6.558
N8 -3.800 0.354 7.061

Computed properties:
- energy above the lowest of the compared OMol25 structures with the same formula, charge and spin (kJ/mol) = 288.89
- HOMO (eV) = -16.196
- energy (hartree) = -3626.93221
- charge = +3
- spin multiplicity = 1



A structure of composition C32H36F4N8O3SSi3Ta, computed with ωB97M-V/def2-TZVPD.

Atoms and positions in Å:
Ta1 -0.208 -0.138 0.502
N1 -7.461 2.457 -2.406
C1 -6.224 2.249 -1.971
C2 -5.173 3.134 -2.333
C3 -3.905 2.922 -1.889
C4 -3.635 1.809 -1.053
C5 -4.671 0.920 -0.679
C6 -5.935 1.138 -1.125
S1 -2.068 1.600 -0.547
O1 -1.239 2.744 -0.743
O2 -1.346 0.301 -1.102
N2 -1.925 0.962 0.967
C7 -1.379 1.721 2.010
N3 -0.141 1.202 2.199
C8 0.641 1.752 3.146
C9 0.149 2.801 3.887
C10 -1.145 3.245 3.612
N4 -1.920 2.702 2.662
H1 -7.682 3.238 -3.003
H2 -8.217 1.840 -2.161
H3 -5.388 3.984 -2.966
H4 -3.108 3.597 -2.168
H5 -4.471 0.084 -0.024
H6 -6.737 0.473 -0.833
H7 1.632 1.341 3.291
H8 0.748 3.267 4.655
H9 -1.582 4.064 4.172
C11 3.075 -1.165 0.356
O3 1.663 -1.276 0.675
Si1 1.002 -2.615 1.590
C12 1.587 -2.333 3.322
C13 1.620 -4.233 0.958
C14 -0.719 -1.972 1.155
Si2 -1.374 -2.956 -0.483
C15 -0.069 -2.577 -1.786
C16 -3.013 -2.378 -1.139
C17 -1.548 -4.770 -0.118
Si3 -1.963 -2.233 2.671
C18 -1.743 -3.996 3.238
C19 -3.722 -1.925 2.161
C20 -1.537 -1.080 4.094
H10 3.528 -2.150 0.452
H11 3.553 -0.468 1.040
H12 3.177 -0.829 -0.670
H13 2.659 -2.545 3.362
H14 1.111 -2.997 4.045
H15 1.435 -1.308 3.665
H16 2.701 -4.289 1.113
H17 1.409 -4.451 -0.086
H18 1.191 -5.032 1.568
H19 -0.149 -1.564 -2.193
H20 -0.268 -3.238 -2.635
H21 0.965 -2.755 -1.489
H22 -3.122 -1.303 -1.241
H23 -3.854 -2.777 -0.575
H24 -3.083 -2.792 -2.151
H25 -0.789 -5.225 0.509
H26 -1.533 -5.286 -1.084
H27 -2.526 -4.965 0.325
H28 -2.169 -4.723 2.550
H29 -2.279 -4.097 4.187
H30 -0.708 -4.282 3.437
H31 -4.133 -2.721 1.543
H32 -3.848 -0.969 1.651
H33 -4.321 -1.886 3.074
H34 -0.587 -0.557 4.017
H35 -1.497 -1.663 5.016
H36 -2.326 -0.335 4.228
F1 3.487 3.454 -4.768
C21 4.350 3.118 -3.828
C22 5.662 3.412 -3.995
F2 6.032 4.021 -5.090
C23 6.667 3.077 -3.005
C24 6.163 2.399 -1.826
C25 4.852 2.116 -1.685
F3 4.429 1.487 -0.578
C26 3.868 2.454 -2.659
C27 2.518 2.164 -2.471
C28 1.982 1.531 -1.344
N5 1.306 1.047 -0.534
C29 1.456 2.499 -3.376
N6 0.542 2.661 -4.052
F4 6.991 2.052 -0.872
C30 7.992 3.379 -3.171
C31 8.514 4.038 -4.326
N7 8.988 4.529 -5.251
C32 8.994 3.061 -2.201
N8 9.798 2.809 -1.420

Computed properties:
- energy above the lowest of the compared OMol25 structures with the same formula, charge and spin (kJ/mol) = 8.15
- HOMO (eV) = -15.688
- energy (hartree) = -3627.03914
- charge = +3
- spin multiplicity = 1



A structure of composition C32H36FNOPdS in a non-equilibrium geometry, computed with ωB97M-V/def2-TZVPD.

Atoms and positions in Å:
Pd1 0.602 -0.537 -0.103
C1 -3.592 -1.537 -4.124
C2 -3.620 -0.431 -2.944
C3 -2.597 0.733 -3.161
C4 -3.553 -1.054 -1.492
C5 -4.741 -1.138 -0.844
C6 -4.874 -1.709 0.414
C7 -3.852 -1.920 1.188
C8 -2.496 -1.857 0.584
C9 -1.184 -1.966 1.531
C10 -1.606 -2.646 2.945
C11 -0.265 -0.653 1.509
C12 -2.377 -1.661 -0.836
N1 -1.137 -1.495 -1.672
C13 -0.392 -2.544 -2.134
C14 -0.434 -3.810 -1.595
C15 0.521 -4.821 -2.006
C16 1.580 -4.577 -2.962
C17 1.387 -3.364 -3.599
C18 0.407 -2.436 -3.270
F1 0.202 -1.331 -4.015
H1 -3.563 -0.707 -4.840
H2 -4.569 -1.999 -3.993
H3 -2.740 -2.286 -4.235
H4 -4.575 0.046 -3.094
H5 -2.574 1.131 -4.071
H6 -1.547 0.277 -3.409
H7 -2.401 1.272 -2.270
H8 -5.550 -0.769 -1.318
H9 -5.983 -1.448 0.683
H10 -4.095 -1.850 2.196
H11 -0.514 -2.796 1.054
H12 -1.123 -3.614 3.279
H13 -2.646 -2.992 3.070
H14 -1.305 -1.952 3.641
H15 0.586 -0.812 2.109
H16 10.542 2.988 5.405
H17 -0.778 0.146 1.970
H18 -1.038 -4.059 -0.843
H19 0.394 -5.661 -1.513
H20 2.415 -5.353 -3.075
H21 2.102 -3.104 -4.358
H22 3.539 -1.885 2.252
O1 -3.304 6.377 0.984
S1 -2.139 6.744 1.836
C19 -1.569 5.452 2.857
C20 -0.344 4.823 2.616
C21 -0.238 3.494 2.593
C22 0.953 2.716 2.352
C23 2.020 3.482 2.300
C24 2.254 4.891 2.641
C25 1.020 5.500 2.832
C26 3.555 -0.990 1.898
C27 3.821 -0.234 0.615
C28 2.717 0.652 0.181
C29 2.573 1.030 -1.122
C30 3.037 -0.026 -2.182
C31 4.106 -0.716 -1.842
C32 4.813 -0.746 -0.509
H23 -2.407 4.674 2.310
H24 -2.129 5.793 4.125
H25 -0.922 2.621 2.511
H26 1.152 1.920 1.767
H27 3.119 3.151 2.419
H28 3.019 5.823 2.460
H29 0.697 6.370 3.279
H30 10.831 2.242 5.459
H31 2.563 -0.405 2.509
H32 2.417 1.504 0.997
H33 2.780 1.967 -1.523
H34 2.696 0.348 -3.159
H35 4.711 -0.870 -2.656
H36 5.642 -1.404 -0.603

Computed properties:
- energy above the lowest of the compared OMol25 structures with the same formula, charge and spin (kJ/mol) = 271.77
- HOMO (spin up / spin down) (eV) = 0.093 / 0.093
- energy (hartree) = -1996.09712
- charge = -2
- spin multiplicity = 1



A structure of composition C32H36HfN5O5S in a non-equilibrium geometry, computed with ωB97M-V/def2-TZVPD.

Atoms and positions in Å:
Hf1 12.912 8.469 11.144
C1 12.515 5.966 9.163
N1 13.213 6.167 10.450
C2 14.648 5.834 10.065
C3 15.631 6.058 11.246
C4 15.892 7.555 11.495
N2 14.795 8.328 12.113
C5 15.128 9.176 13.089
C6 14.384 10.291 13.535
C7 14.766 10.943 14.750
C8 13.862 11.683 15.456
C9 12.675 12.090 14.830
C10 12.381 11.712 13.516
C11 13.176 10.760 12.884
O1 12.873 10.389 11.676
C12 12.648 5.143 11.412
C13 12.747 5.517 12.911
C14 11.612 6.365 13.331
N3 11.706 7.665 12.650
C15 10.636 8.451 12.827
C16 9.610 8.450 11.876
C17 8.268 8.405 12.299
C18 7.253 8.583 11.434
C19 7.516 8.649 10.031
C20 8.833 8.587 9.535
C21 9.886 8.581 10.455
O2 11.131 8.524 10.006
H1 12.241 4.911 8.902
H2 13.126 6.330 8.335
H3 11.595 6.568 9.153
H4 14.951 6.470 9.191
H5 14.725 4.764 9.755
H6 16.584 5.557 11.018
H7 15.336 5.544 12.153
H8 16.227 8.070 10.548
H9 16.790 7.556 12.172
H10 16.081 9.007 13.565
H11 15.767 10.744 15.068
H12 14.109 12.102 16.424
H13 11.975 12.719 15.402
H14 11.499 12.168 13.036
H15 13.137 4.161 11.271
H16 11.603 4.973 11.116
H17 13.655 6.097 13.174
H18 12.793 4.583 13.439
H19 11.581 6.540 14.423
H20 10.647 5.859 13.096
H21 10.469 9.083 13.730
H22 8.137 8.393 13.369
H23 6.244 8.514 11.766
H24 6.692 8.798 9.316
H25 9.042 8.468 8.484
C22 8.433 13.090 8.439
C23 9.388 13.175 9.466
C24 10.737 13.056 9.138
N4 11.108 12.709 7.902
C25 10.183 12.503 6.953
C26 8.838 12.784 7.135
H26 7.400 13.296 8.715
H27 9.191 13.392 10.500
H28 11.519 13.190 9.889
H29 10.580 12.122 6.024
H30 8.128 12.770 6.284
N5 13.291 9.783 9.143
C27 14.548 10.452 8.775
C28 15.323 9.757 7.855
C29 16.385 10.412 7.228
C30 16.717 11.725 7.634
C31 15.985 12.429 8.586
C32 14.932 11.754 9.170
S1 18.346 12.209 6.908
O3 18.410 13.635 7.013
O4 19.231 11.467 7.825
O5 18.395 11.673 5.534
H31 13.141 9.063 8.427
H32 12.490 10.413 9.083
H33 15.073 8.709 7.562
H34 16.885 9.946 6.373
H35 16.265 13.475 8.797
H36 14.385 12.251 9.962

Computed properties:
- energy above the lowest of the compared OMol25 structures with the same formula, charge and spin (kJ/mol) = 125.61
- HOMO (eV) = -8.849
- energy (hartree) = -2336.92725
- charge = +1
- spin multiplicity = 1



A structure of composition C32H36IrN5P2Se2, computed with ωB97M-V/def2-TZVPD.

Atoms and positions in Å:
Ir1 0.030 0.114 0.254
Se1 5.977 -1.258 3.528
P1 5.855 -0.441 1.501
C1 6.651 -1.697 0.535
C2 6.010 -2.932 0.365
C3 6.650 -3.933 -0.337
C4 7.922 -3.709 -0.859
C5 8.558 -2.488 -0.680
C6 7.931 -1.474 0.023
C7 6.634 1.148 1.322
C8 6.583 1.763 0.064
C9 7.220 2.978 -0.117
C10 7.894 3.578 0.942
C11 7.940 2.967 2.188
C12 7.312 1.746 2.384
C13 4.142 -0.295 0.928
C14 2.877 -0.122 1.476
N1 2.045 -0.028 0.409
N2 2.742 -0.144 -0.714
N3 3.998 -0.307 -0.420
P2 2.130 0.081 3.074
Se2 -0.049 -0.150 2.592
C15 2.471 1.703 3.725
C16 3.749 2.239 3.540
C17 4.060 3.473 4.082
C18 3.103 4.173 4.808
C19 1.833 3.643 4.995
C20 1.510 2.408 4.453
C21 2.588 -1.198 4.201
C22 2.976 -0.865 5.502
C23 3.309 -1.881 6.386
C24 3.235 -3.205 5.978
C25 2.828 -3.535 4.685
C26 2.499 -2.535 3.793
H1 5.021 -3.100 0.775
H2 6.165 -4.888 -0.483
H3 8.421 -4.496 -1.407
H4 9.546 -2.324 -1.089
H5 8.430 -0.525 0.170
H6 6.068 1.288 -0.763
H7 7.202 3.454 -1.088
H8 8.398 4.523 0.790
H9 8.481 3.430 3.001
H10 7.376 1.253 3.345
H11 4.501 1.708 2.967
H12 5.047 3.891 3.935
H13 3.350 5.137 5.233
H14 1.096 4.187 5.569
H15 0.522 1.994 4.617
H16 3.036 0.170 5.813
H17 3.621 -1.638 7.392
H18 3.489 -3.994 6.674
H19 2.773 -4.572 4.383
H20 2.189 -2.786 2.784
C27 -2.299 -0.380 -1.443
N4 -2.051 0.100 -0.054
C28 -2.838 -0.766 0.870
C29 -2.481 1.515 0.119
C30 -1.531 2.397 -0.651
N5 -0.108 2.063 -0.272
C31 0.346 2.966 0.826
C32 0.767 2.265 -1.463
H21 -3.347 -0.228 -1.707
H22 -2.071 -1.443 -1.499
H23 -1.676 0.152 -2.163
H24 -3.900 -0.688 0.631
H25 -2.688 -0.447 1.898
H26 -2.524 -1.801 0.750
H27 -2.443 1.740 1.186
H28 -3.510 1.665 -0.216
H29 -1.722 3.450 -0.444
H30 -1.629 2.254 -1.725
H31 0.329 3.993 0.456
H32 1.361 2.703 1.116
H33 -0.321 2.873 1.678
H34 0.614 3.277 -1.843
H35 0.499 1.552 -2.246
H36 1.807 2.127 -1.187

Computed properties:
- <S²> = 0.754
- energy above the lowest of the compared OMol25 structures with the same formula, charge and spin (kJ/mol) = 11.61
- HOMO (spin up / spin down) (eV) = -16.413 / -16.392
- energy (hartree) = -7103.74676
- charge = +3
- spin multiplicity = 2